[1]
C36H56BNO13PS | wB97M-V/def2-TZVPD

XYZ file:
```
109
Properties=species:S:1:pos:R:3:forces:R:3
H 3.648211 3.547445 -3.917377 -2.4 0.2 -0.1
C -0.306438 2.867018 -2.921094 2.0 -3.5 4.1
H 3.043834 0.893275 -1.807163 -0.1 -0.2 2.3
H -6.084256 -4.467967 8.758105 0.1 0.2 -0.3
H 1.260712 -4.391383 1.638855 -1.2 1.4 -1.7
C 3.003018 0.902775 -0.634642 -0.7 1.2 0.7
H -6.022451 1.958994 3.766066 0.6 -2.0 -1.4
C 3.537157 4.430886 -1.029959 -0.9 -1.3 -3.4
H -1.399527 -3.652257 1.957164 1.2 -0.6 -2.1
H -0.783695 1.875539 -5.029252 -0.7 1.5 2.0
H 3.827511 2.322852 0.990626 0.9 -0.8 -2.2
C 1.494601 3.851105 -6.267590 -0.1 0.8 0.0
H -1.092588 -3.801776 -1.345167 -1.3 0.4 2.1
H -0.968041 -5.234870 1.003149 0.2 2.4 0.0
H -1.593927 -1.444909 -1.183433 -1.3 -1.0 2.0
H -1.759918 -1.510657 0.711959 -1.1 -1.1 -2.1
H 4.660651 6.448856 0.411652 -0.3 -1.2 0.0
C 10.199037 -1.891384 -1.153178 0.7 -0.2 -0.7
O -5.920564 -3.885142 7.984931 -0.7 -1.6 -1.0
H 2.096944 2.548798 -4.297955 0.6 1.8 0.1
O 0.072380 1.857660 -2.093174 -2.2 5.7 -5.1
S 2.116505 5.881055 1.484971 0.2 0.0 0.1
H -8.104081 -1.626598 1.906681 2.3 0.7 0.5
H 7.164292 0.309388 -3.331957 0.3 -0.1 -0.1
O -6.488868 -4.497613 3.330398 -0.2 -0.6 0.8
C -7.117760 -6.294938 4.712074 -0.7 -1.4 -1.1
H -7.574707 1.009617 1.646395 0.8 -1.6 1.9
H 4.566280 4.389007 1.487292 -0.3 0.8 -0.8
O -0.250500 5.941764 -4.435748 -1.6 -3.7 6.9
C -1.313817 2.461193 -4.147622 -1.0 -0.5 0.5
O 9.830406 -2.377727 1.227473 0.1 0.5 -1.8
C -7.150379 0.348785 2.541807 0.1 -0.2 0.6
H -1.865915 7.098889 -2.372121 0.0 -2.4 -0.5
H 0.682921 -0.382025 -0.207743 1.8 -1.7 0.1
H -4.308616 -2.870311 -0.789024 1.2 1.9 0.4
O 6.618536 0.075761 -1.227534 1.1 -0.6 -0.4
C 9.687930 -1.290514 -2.395081 0.3 -0.2 0.3
C 1.079172 -2.127794 1.263343 0.3 -0.7 -0.4
C -1.869631 5.928359 -2.432062 0.9 -1.2 0.6
C 4.176861 1.917027 -0.066270 0.3 -0.6 -0.6
H 1.407017 -1.957927 -1.027825 0.2 1.7 2.1
H -1.820940 5.491938 -1.328024 0.0 1.0 -2.4
C 2.467633 3.639803 -4.067962 1.0 -1.1 -0.6
C 8.514306 -0.655753 -2.413223 -0.3 0.6 -1.9
H 4.615111 2.641836 -2.185254 -0.4 1.3 1.8
H -4.232964 -0.156811 0.964154 -0.6 -2.5 0.0
H -6.518310 -0.774779 -0.159892 0.6 -1.3 1.9
H -2.819616 5.465981 -2.940272 1.7 1.2 0.8
C 7.684327 -0.529502 -1.183862 -1.0 0.4 0.6
O 2.214437 3.921852 -1.422890 2.2 -0.1 2.1
H 1.968794 1.420920 -0.339625 2.2 -1.2 -0.9
H 5.164108 1.257365 0.007411 -2.1 1.6 0.2
H 1.844086 2.744796 -6.459151 -0.6 2.0 0.3
H -3.973353 -1.038304 -1.313750 0.1 -1.8 1.5
O 11.280044 -2.467386 -1.101630 -0.7 0.3 0.3
C -3.783006 -1.866531 -0.495570 -0.1 1.3 1.0
H -1.954325 3.338171 -4.582751 1.5 -1.4 0.8
H 3.646089 6.726693 -1.578918 0.3 -2.1 -0.6
H -5.096570 0.249961 3.667699 -1.4 1.8 -1.3
H -7.599335 -7.792732 6.130203 0.0 0.1 0.0
C -6.287769 -4.629922 6.879226 0.6 1.4 1.1
H -6.347849 -2.599306 0.382182 0.4 2.4 0.7
H 1.997192 -2.149327 2.009493 -1.9 0.1 -1.6
H 7.561640 -1.066980 0.934568 0.0 0.0 -0.1
H -6.581613 -1.880121 3.027276 -0.7 1.4 -2.1
O -6.859439 -6.450125 8.256195 0.1 0.6 -0.7
H 3.708392 -1.293888 -0.596211 -1.0 1.3 1.6
H -2.697338 -4.306962 -0.480527 1.9 1.7 0.3
O 8.026719 -0.091120 -3.577545 0.1 -0.6 2.0
C 1.482848 -1.243399 -0.074524 -0.3 0.1 0.3
C 8.183705 -1.151002 0.052358 -0.2 0.1 -0.1
H -7.915422 0.373211 3.455226 1.5 0.1 -2.1
H 10.695535 -2.772937 0.983258 -0.4 0.2 0.1
C -5.756502 1.039349 3.067448 -0.1 0.1 -0.1
O -7.511282 -7.029542 3.608583 0.7 1.6 1.0
H 1.563679 4.469981 -7.272142 -0.2 -1.2 2.1
C -2.159102 -1.996047 -0.295290 0.1 -0.7 -1.0
H 10.302547 -1.387784 -3.280814 0.0 0.0 0.1
C -0.542043 5.354801 -3.272446 0.2 2.8 -4.0
C -1.751637 -3.595221 -0.376372 0.6 -0.1 0.5
C -6.187731 -4.128136 5.646779 0.0 0.0 -0.4
H 4.582030 5.716151 -2.806736 -1.7 -0.7 1.1
C -4.519168 -1.309966 0.893353 0.0 0.5 -0.9
C 4.547983 3.145113 -1.131038 0.9 0.2 0.9
H 3.318041 -0.535203 1.175656 -0.4 -0.2 -2.3
C 3.648594 5.665348 -2.102133 -1.3 2.1 -0.5
N 0.227688 4.242667 -2.598445 -4.1 -0.7 -3.6
B 1.728707 4.359587 -2.779789 3.7 0.8 1.0
C 0.711784 -3.689543 0.846182 0.0 -0.4 1.5
C -6.153439 -1.472510 0.717408 0.6 -0.8 0.7
P 3.782821 5.303371 0.650404 -0.7 -0.4 0.1
H -5.137971 1.463955 2.154988 -1.2 -1.0 2.0
O 2.341916 5.734162 -2.837260 1.8 -0.3 1.2
H -5.817426 -3.127668 5.461689 0.0 -0.1 0.0
H 1.147643 -3.996904 -0.204926 -1.0 0.8 2.0
C -0.888949 -4.049831 0.960831 -0.1 -1.1 -0.9
H 0.166794 -1.687841 1.860550 1.8 -0.7 -1.3
C -6.997360 -1.237373 2.113664 -0.8 0.5 -0.6
H -7.341939 -6.448942 2.834808 0.0 -0.2 0.3
H -2.096330 1.684080 -3.690718 1.8 1.7 -0.8
H 5.639688 3.553271 -0.877187 -2.0 -0.9 -0.4
C 9.355714 -1.788818 0.069900 0.1 -0.5 1.7
C -6.583092 -4.925840 4.475781 0.3 1.0 -0.6
H 0.390066 3.862024 -5.877757 1.9 -0.1 -0.9
C -7.214629 -6.798185 5.944146 0.1 0.1 0.4
C 3.014059 -0.592449 0.037520 -1.0 0.2 -0.9
H -4.098815 -1.845007 1.869685 -1.0 1.0 -2.1
O 2.318938 4.542688 -5.257773 -0.9 -2.9 -0.8
C -6.796688 -6.009635 7.113809 -0.3 -0.9 0.5
```
Positions in Å, forces in eV/Å.

Computed properties:
Total charge = -1
Kohn-Sham gap = 4.38 eV
HOMO = -5.11 eV
Max |F| = 8.0 eV/Å

Löwdin atomic charge list, values in e, 99 entries:
1 H 0.117
2 C -0.244
3 H 0.122
4 H 0.116
5 H 0.102
6 C -0.210
7 H 0.075
8 C -0.524
9 H 0.115
10 H 0.096
11 H 0.102
12 C -0.143
13 H 0.112
14 H 0.100
15 H 0.115
16 H 0.106
17 H -0.013
18 C -0.311
19 O 0.080
20 H 0.108
21 O -0.071
22 S 0.059
23 H 0.108
24 H 0.119
25 O 0.100
26 C -0.207
27 H 0.114
28 H -0.023
29 O -0.016
30 C -0.041
31 O 0.074
32 C -0.271
33 H 0.087
34 H 0.102
35 H 0.096
36 O 0.102
37 C 0.073
38 C -0.206
39 C -0.034
40 C -0.197
41 H 0.111
42 H 0.091
43 C -0.078
44 C -0.204
45 H 0.107
46 H 0.103
47 H 0.119
48 H 0.075
49 C -0.289
50 O -0.054
51 H 0.113
52 H 0.082
53 H 0.089
54 H 0.113
55 O 0.095
56 C -0.216
57 H 0.079
58 H 0.105
59 H 0.084
60 H 0.136
61 C -0.208
62 H 0.109
63 H 0.098
64 H 0.140
65 H 0.096
66 O 0.102
67 H 0.103
68 H 0.100
69 O 0.085
70 C -0.201
71 C 0.085
72 H 0.103
73 H 0.114
74 C -0.163
75 O 0.079
76 H 0.098
77 C -0.201
78 H 0.135
79 C -0.261
80 C -0.212
81 C 0.081
82 H 0.133
83 C -0.218
84 C -0.159
85 H 0.108
86 C -0.143
87 N 0.149
88 B -0.899
89 C -0.225
90 C -0.217
91 P 0.345
92 H 0.070
93 O -0.061
94 H 0.136
95 H 0.106
96 C -0.236
97 H 0.097
98 C -0.236
99 H 0.117


[2]
C36H56CoN3OP2 | wB97M-V/def2-TZVPD

XYZ file:
```
99
Properties=species:S:1:pos:R:3:forces:R:3
C -2.361181 -1.788679 -1.587358 0.1 -0.3 0.0
H -2.784345 -3.971857 1.915603 0.1 0.1 -0.2
C 3.719836 1.469397 -1.590949 -0.2 -0.2 0.8
H 3.787577 3.401515 -2.577158 -0.1 0.0 0.1
N -0.139852 0.837225 -1.523265 2.3 1.8 -4.8
H -2.409344 2.224359 0.011964 -0.4 -0.1 0.0
H -0.218065 4.306219 -4.003779 0.1 -0.3 0.1
H -3.066981 -2.623610 -1.657973 0.2 0.2 0.0
H -2.531257 -1.175882 -2.486522 0.3 -0.2 0.3
H -4.337121 -0.581779 2.334819 0.2 -0.3 0.0
C 3.889980 2.167271 1.799795 -0.1 0.0 -0.2
C -3.830483 0.627962 -0.508225 -0.1 -0.5 0.2
H 5.562260 0.342088 -1.250924 -0.1 0.3 0.0
H 3.941553 -0.299990 -2.880633 0.0 0.3 0.0
H -2.748581 -1.123309 2.920553 -0.3 0.0 -0.1
H 0.990337 2.707654 -5.613208 0.0 -0.2 0.3
C -2.332843 -3.221815 1.249413 0.0 0.0 0.1
H 1.324686 1.042356 -5.107763 0.1 0.1 0.0
H -5.443750 0.100571 0.891724 0.0 0.0 -0.4
C -3.352616 -2.086026 1.054085 -0.1 0.4 -0.2
C -1.068064 -0.381047 5.321295 0.2 -0.2 -0.2
H 2.765228 -3.227964 -1.882692 -0.2 0.0 -0.2
H 4.577846 2.605594 1.068901 -0.2 -0.1 0.2
C 2.544255 0.246488 2.597594 -0.2 0.1 0.1
H 2.196572 2.966374 -1.900862 0.4 0.1 0.2
C 0.184352 3.674614 -3.198309 0.0 0.3 0.5
H -2.671967 1.062868 -2.303337 -0.3 -0.1 0.1
H -4.152635 -2.201009 3.043645 0.1 0.2 0.0
H 1.330449 -3.107715 6.735266 -0.2 0.2 -0.1
H 3.294600 -1.210623 -1.089113 -0.5 0.0 -0.5
H 1.184871 -2.741658 4.268245 -0.2 0.2 0.3
H -4.124298 2.686934 0.061269 0.1 -0.1 0.1
H -0.068400 -1.739702 8.283695 0.0 0.0 -0.3
H -1.255076 2.388780 -5.231064 0.2 -0.1 0.3
C -1.124474 1.866996 -4.270931 -0.5 -0.4 0.2
C -0.300068 1.553030 0.909198 0.3 4.4 2.7
C 5.211703 1.381893 -1.276602 0.3 0.1 -0.2
C 1.266700 2.077322 -4.756087 0.5 0.0 -0.3
H 1.664440 0.889498 2.711663 0.2 -0.1 -0.1
H 4.296318 -1.275171 1.222940 0.1 0.2 0.1
H -4.269241 1.842360 -2.237639 0.1 -0.2 0.1
H -1.724349 0.388917 4.907075 0.2 -0.3 0.2
H -1.944125 2.185213 -3.619141 0.2 -0.1 -0.2
C 3.510087 0.707279 -2.903276 -0.1 0.1 -0.1
H 5.509453 1.893034 -0.356286 -0.1 -0.2 -0.3
C 3.467703 0.722595 1.475082 0.1 -0.6 -0.8
H 1.175397 4.064565 -2.948834 -0.3 0.0 -0.1
H -5.673073 -0.528708 -0.777334 0.1 0.2 0.2
H -2.083789 -3.722002 0.305270 -0.1 0.1 0.2
C 0.656999 -2.346269 6.339040 -0.1 0.1 -0.1
C -3.662993 -1.444173 2.412570 -0.1 -0.2 0.2
C 1.701561 -3.002404 -1.830710 0.3 0.3 -0.2
Co -0.465831 -0.013722 0.105368 -0.3 -0.6 0.5
H 3.493957 3.517353 -0.825333 -0.1 -0.2 -0.2
H 2.257436 2.403612 -4.428241 -0.2 -0.1 -0.1
H 3.999627 1.252761 -3.723824 -0.1 -0.1 0.2
C -0.283954 -1.162058 4.440615 -0.1 -0.2 1.6
C -3.414485 1.878210 0.286002 0.0 0.1 -0.1
H -0.460657 3.786936 -2.317941 0.1 0.0 -0.2
C -0.127871 -1.576856 7.206147 0.0 0.0 -0.3
H -5.498630 -2.055802 0.526417 0.3 -0.2 0.0
H -1.412066 -2.868686 1.718576 -0.1 -0.2 -0.2
C 1.316541 -1.787759 -1.197704 -0.6 -0.4 0.0
O -0.132733 2.549413 1.483746 -0.4 -2.1 -1.3
C -3.718267 0.917106 -2.008414 0.0 0.1 0.0
H 5.403887 0.007078 0.683381 -0.2 -0.1 0.2
N -0.025406 -1.620906 -0.911230 0.8 -0.8 -1.6
H 5.134134 -0.245761 2.405079 0.0 -0.1 -0.2
C 2.284452 -0.766489 -0.995347 1.5 -3.2 1.5
P 2.461230 0.793446 -0.213846 0.5 2.1 0.8
C -0.938382 -2.316196 -1.609386 0.2 0.4 0.3
C 3.277284 2.925773 -1.725707 0.1 0.1 -0.3
H -5.890983 1.189988 -0.424447 0.1 -0.2 0.1
H 4.394813 2.178611 2.777109 -0.1 0.0 -0.2
H -4.865812 -3.607617 1.079089 0.0 0.2 -0.2
H -1.204038 0.789400 -4.457121 -0.1 0.2 0.0
P -2.584176 -0.754468 -0.066007 -1.3 0.0 -0.5
C -0.988157 -0.597700 6.695749 0.1 0.0 -0.1
H 2.443051 0.610044 -3.136825 0.5 -0.1 -0.1
C -4.631853 -2.720192 0.471250 -0.2 -0.1 0.3
H -1.379013 -3.944704 -2.914733 0.3 0.0 0.1
H -1.600834 0.003904 7.369882 0.2 -0.2 -0.2
C -0.588925 -3.418898 -2.383388 0.1 0.0 0.0
H -4.516068 -3.061081 -0.563708 -0.1 0.1 0.3
H 2.210171 -0.784888 2.445601 0.1 0.1 -0.1
C -0.371770 -0.962488 3.046437 0.3 0.5 -3.7
H 3.097359 0.274324 3.550522 -0.1 0.0 -0.3
H 1.036493 -4.719393 -2.951160 0.0 0.2 0.1
H 3.005876 2.818122 1.869265 0.2 -0.1 0.0
C 0.513950 1.257998 -2.421447 -4.4 0.8 0.7
C 4.641359 -0.252032 1.420461 0.4 0.1 0.3
C -5.287531 0.302693 -0.174865 -0.3 0.3 -0.2
H 5.753178 1.872627 -2.101764 -0.1 -0.1 0.2
C 0.751077 -3.807623 -2.429511 -0.1 -0.1 0.1
N -0.388198 -0.796298 1.879795 0.5 -1.5 5.0
C 0.583957 -2.146288 4.960370 -0.2 0.2 -0.1
H -4.153309 0.114174 -2.618861 0.1 0.2 0.1
C 0.227380 2.218236 -3.659966 0.9 -0.1 -0.2
H -3.434036 1.696496 1.369149 0.0 0.1 -0.2
```
Positions in Å, forces in eV/Å.

Computed properties:
Total charge = +1
Kohn-Sham gap (alpha / beta) = 7.06 / 6.14 eV
ΔE to the lowest compared entry with this formula, charge and spin = 2.918 eV
Spin multiplicity = 4
HOMO (alpha / beta) = -9.35 / -10.24 eV
Max |F| = 5.6 eV/Å

For each atom in turn, the Löwdin charge in e is:
1 C -0.229
2 H 0.096
3 C -0.623
4 H 0.098
5 N 0.093
6 H 0.044
7 H 0.105
8 H 0.077
9 H 0.085
10 H 0.066
11 C -0.087
12 C -0.655
13 H 0.080
14 H 0.085
15 H 0.045
16 H 0.102
17 C -0.080
18 H 0.100
19 H 0.066
20 C -0.650
21 C -0.015
22 H 0.120
23 H 0.054
24 C -0.123
25 H 0.027
26 C -0.042
27 H 0.032
28 H 0.099
29 H 0.114
30 H 0.081
31 H 0.124
32 H 0.094
33 H 0.115
34 H 0.102
35 C -0.055
36 C -0.220
37 C -0.095
38 C -0.068
39 H 0.060
40 H 0.082
41 H 0.102
42 H 0.124
43 H 0.067
44 C -0.115
45 H 0.062
46 C -0.657
47 H 0.070
48 H 0.081
49 H 0.079
50 C -0.059
51 C -0.078
52 C -0.002
53 Co 0.019
54 H 0.085
55 H 0.066
56 H 0.099
57 C -0.213
58 C -0.101
59 H 0.098
60 C -0.055
61 H 0.061
62 H 0.053
63 C -0.274
64 O 0.103
65 C -0.108
66 H 0.049
67 N 0.025
68 H 0.092
69 C -0.218
70 P 1.117
71 C -0.308
72 C -0.109
73 H 0.095
74 H 0.096
75 H 0.094
76 H 0.098
77 P 1.137
78 C -0.059
79 H 0.035
80 C -0.083
81 H 0.124
82 H 0.115
83 C -0.007
84 H 0.071
85 H 0.066
86 C -0.108
87 H 0.098
88 H 0.118
89 H 0.084
90 C -0.043
91 C -0.097
92 C -0.097
93 H 0.098
94 C -0.038
95 N 0.120
96 C -0.016
97 H 0.089
98 C -0.540
99 H 0.086